(i)
{
  "formula": "C3H5FO2",
  "method": "the ωB97M-V functional and the def2-TZVPD basis",
  "species": ["C", "C", "C", "O", "O", "F", "H", "H", "H", "H", "H"],
  "positions_angstrom": [[0.4273, -0.8657, 0.1604], [0.3515, -0.1702, -1.2624], [-0.1713, 0.4638, 0.5963], [-0.0689, 1.0505, -0.5964], [-1.3575, 0.4427, 1.1568], [0.6946, 1.0186, 1.5940], [-0.3162, -1.5969, 0.2060], [1.3899, -0.9531, 0.5457], [1.1379, 0.0291, -1.9270], [-0.4530, -0.7588, -1.8331], [-1.6344, 1.3399, 1.3598]],
  "mulliken_charge": [-0.72, -0.37, 0.97, -0.41, -0.51, -0.36, 0.28, 0.30, 0.31, 0.19, 0.32],
  "homo_lumo_gap_ev": 11.81,
  "e_homo_ev": -10.9,
  "lumo_ev": 0.91
}

(ii)
{
  "formula": "C3H5FO2",
  "method": "the ωB97M-V functional and the def2-TZVPD basis",
  "species": ["C", "C", "C", "O", "O", "F", "H", "H", "H", "H", "H"],
  "positions_angstrom": [[0.0642, 0.8305, -0.1474], [0.8841, 0.6738, 1.0978], [-0.7748, -0.3910, -0.7813], [-0.0175, 1.8013, -0.8495], [-0.0988, -1.6213, -0.4923], [-0.8500, -2.7437, -0.8773], [1.8642, 0.5414, 0.6798], [0.9135, 1.5267, 1.7797], [0.6880, -0.3344, 1.5966], [-0.9608, -0.0441, -1.8365], [-1.7120, -0.2392, -0.1696]],
  "mulliken_charge": [0.53, -0.94, -0.24, -0.52, -0.13, -0.17, 0.29, 0.34, 0.28, 0.32, 0.25],
  "smiles": "CC(=O)COF",
  "homo_lumo_gap_ev": 11.04,
  "e_homo_ev": -10.2,
  "lumo_ev": 0.82
}

Which structure wins on stability? (i) wins.

(i)
{
  "formula": "C19H17N3O2",
  "method": "the ωB97M-V functional and the def2-TZVPD basis",
  "species": ["N", "O", "C", "N", "O", "C", "C", "C", "C", "C", "C", "C", "C", "C", "C", "C", "C", "N", "C", "C", "C", "C", "C", "C", "H", "H", "H", "H", "H", "H", "H", "H", "H", "H", "H", "H", "H", "H", "H", "H", "H"],
  "positions_angstrom": [[-1.5220, -5.0201, -3.4405], [0.5202, -1.5097, 3.8166], [-1.5852, -4.6634, -2.3037], [0.1099, -0.3110, -0.0366], [2.0415, 4.0482, 0.1889], [-0.1239, -1.8574, 2.8310], [0.9547, -0.8353, 0.8279], [0.2777, 0.9288, -0.5498], [2.1536, -0.1208, 1.1109], [-2.8949, -3.7177, -0.2961], [-2.9161, -3.1065, 0.9942], [-0.4654, -3.5907, -0.3070], [2.4350, 1.0357, 0.4708], [-1.6244, -3.9950, -1.0009], [-1.7343, -2.6987, 1.5997], [-0.5315, -2.8553, 0.8297], [1.4709, 1.6865, -0.3310], [-1.4787, -2.0760, 2.7696], [1.0487, 4.1864, 1.1291], [0.5630, -2.1453, 1.5553], [-0.6915, 1.5148, -1.5307], [1.7892, 3.0629, -0.9070], [0.0431, 2.2827, -2.6000], [0.5947, 3.4896, -1.8750], [2.7361, -0.5884, 1.9408], [-3.8346, -3.9327, -0.8029], [-3.9070, -2.8645, 1.3512], [0.4733, -4.0092, -0.5929], [3.4362, 1.5040, 0.5901], [-2.0011, -2.1647, 3.5509], [1.0362, 3.2437, 1.8673], [1.2013, 5.1259, 1.7590], [0.0646, 4.1269, 0.6810], [1.4973, -2.7427, 1.5360], [-1.3013, 0.6617, -2.0570], [-1.4173, 2.1266, -0.9514], [2.6884, 2.9829, -1.5079], [0.8123, 1.6858, -3.1050], [-0.7244, 2.7077, -3.3730], [0.9853, 4.3168, -2.5183], [-0.1795, 4.0874, -1.3130]],
  "mulliken_charge": [-0.51, -0.65, -0.05, -0.27, -0.44, 0.13, 0.00, 0.35, -0.56, -0.49, -0.69, -0.30, -0.86, 0.24, -0.36, 0.06, 0.17, -0.05, -0.47, 0.69, -0.59, 0.06, -0.63, -0.74, 0.41, 0.44, 0.40, 0.46, 0.38, 0.23, 0.14, 0.27, 0.23, 0.75, 0.20, 0.31, 0.48, 0.33, 0.30, 0.31, 0.28],
  "smiles": "CO[C@@H]1CCCc2nc([C@H]3C(=O)Nc4ccc(C#N)cc43)ccc21",
  "homo_lumo_gap_ev": 8.90,
  "e_homo_ev": -8.8,
  "lumo_ev": 0.12
}

(ii)
{
  "formula": "C19H17N3O2",
  "method": "the ωB97M-V functional and the def2-TZVPD basis",
  "species": ["C", "H", "O", "C", "C", "C", "C", "C", "C", "H", "H", "N", "C", "N", "C", "C", "C", "C", "C", "O", "N", "C", "C", "C", "C", "C", "C", "H", "H", "H", "H", "H", "H", "H", "H", "H", "H", "H", "H", "H", "H"],
  "positions_angstrom": [[-3.9013, -2.3604, 0.2649], [-3.8069, -3.4499, 0.2041], [-3.0389, -1.7134, -0.6383], [-1.6957, -1.8283, -0.4446], [-0.8924, -1.0769, -1.3029], [0.4776, -1.0924, -1.1689], [1.0826, -1.8515, -0.1672], [0.2861, -2.6410, 0.6493], [-1.0910, -2.6310, 0.5164], [-1.6807, -3.2422, 1.1808], [0.7466, -3.2480, 1.4136], [2.4733, -1.8152, 0.0039], [3.2438, -0.6947, -0.0055], [4.5374, -0.8881, -0.2586], [5.3398, 0.1575, -0.3310], [4.9096, 1.4645, -0.1813], [3.5744, 1.6728, 0.1419], [2.7167, 0.5924, 0.2582], [1.3322, 0.7595, 0.7940], [0.9627, 0.2060, 1.8073], [0.5723, 1.6167, 0.0487], [-0.8077, 1.8309, 0.1109], [-1.6178, 1.2456, 1.0787], [-2.9826, 1.4643, 1.0523], [-3.5544, 2.2651, 0.0789], [-2.7478, 2.8553, -0.8794], [-1.3837, 2.6396, -0.8667], [-0.7564, 3.0946, -1.6218], [-3.1823, 3.4827, -1.6438], [-4.6212, 2.4293, 0.0651], [-3.6062, 1.0031, 1.8039], [-1.1742, 0.6193, 1.8339], [1.0250, 2.0346, -0.7535], [3.2105, 2.6710, 0.3458], [5.5957, 2.2904, -0.2738], [6.3790, -0.0731, -0.5256], [2.9808, -2.6860, 0.0521], [1.0950, -0.5143, -1.8417], [-1.3727, -0.4811, -2.0629], [-3.7184, -2.0363, 1.2941], [-4.9085, -2.0713, -0.0311]],
  "mulliken_charge": [-0.93, 0.36, -0.44, 0.52, -0.28, 0.14, -0.51, -0.68, -0.56, 0.41, 0.42, 0.02, 0.03, -0.75, -0.37, -0.75, -0.17, 0.51, 0.30, -0.61, -0.01, 0.41, -0.22, -0.68, -0.59, -0.64, -0.43, 0.36, 0.39, 0.39, 0.42, 0.53, 0.25, 0.49, 0.40, 0.40, 0.33, 0.47, 0.47, 0.36, 0.24],
  "smiles": "COc1ccc(Nc2ncccc2C(=O)Nc2ccccc2)cc1",
  "homo_lumo_gap_ev": 8.38,
  "e_homo_ev": -7.7,
  "lumo_ev": 0.69
}

Which structure wins on stability? (ii) wins.

(i)
{
  "formula": "H13O6",
  "method": "the ωB97M-V functional and the def2-TZVPD basis",
  "species": ["O", "H", "H", "H", "O", "H", "H", "O", "H", "H", "O", "H", "H", "O", "H", "H", "O", "H", "H"],
  "positions_angstrom": [[0.4591, -0.0977, 0.4466], [0.4796, 0.8072, 0.0253], [-0.1716, -0.7407, -0.1555], [-0.1443, 0.1403, 1.2048], [-1.4403, 0.6301, 2.4912], [-1.6150, 1.1696, 3.2203], [-2.2149, 0.1832, 2.3511], [1.8603, -2.1594, -1.4513], [1.7147, -3.0497, -1.5453], [2.4341, -2.1764, -0.6595], [1.8530, 2.0758, -0.5246], [2.3205, 2.1710, 0.2490], [2.4027, 1.6362, -1.0944], [-1.3429, -1.8864, -0.4554], [-1.4755, -2.1266, -1.3092], [-1.4384, -2.7131, 0.0714], [-1.3170, 1.9678, -0.6358], [-0.9864, 2.8377, -0.7545], [-1.3778, 1.3312, -1.4741]],
  "mulliken_charge": [-0.42, 0.47, 0.52, 0.46, -0.59, 0.29, 0.27, -0.60, 0.29, 0.33, -0.65, 0.31, 0.32, -0.63, 0.29, 0.32, -0.65, 0.32, 0.35],
  "total_charge": 1,
  "homo_lumo_gap_ev": 11.98,
  "e_homo_ev": -15.2,
  "lumo_ev": -3.21
}

(ii)
{
  "formula": "H13O6",
  "method": "the ωB97M-V functional and the def2-TZVPD basis",
  "species": ["O", "H", "H", "O", "H", "H", "O", "H", "H", "O", "H", "H", "O", "H", "H", "O", "H", "H", "H"],
  "positions_angstrom": [[-3.4539, -1.5198, -0.9870], [-3.0117, -1.7215, -1.8175], [-3.7357, -2.3447, -0.5747], [2.4933, 5.0480, -1.7064], [2.8802, 5.3806, -2.5255], [2.2376, 5.8711, -1.2618], [-0.4064, -2.0019, 2.8761], [0.2461, -1.3612, 3.1790], [-0.4217, -2.7494, 3.4798], [-0.2705, 0.6592, -0.6806], [0.4458, 1.2405, -0.3999], [-0.1199, 0.5295, -1.6228], [2.5209, -0.5192, 0.0228], [3.4356, -0.5253, 0.3215], [2.4400, -0.4020, -0.9228], [-1.1786, -1.5669, 0.5395], [-1.0282, -0.6146, 0.3125], [-2.1104, -1.7011, 0.2202], [-0.9627, -1.7012, 1.5475]],
  "mulliken_charge": [-0.73, 0.37, 0.36, -0.65, 0.33, 0.33, -0.61, 0.32, 0.32, -0.68, 0.33, 0.32, -0.61, 0.31, 0.32, -0.38, 0.42, 0.43, 0.51],
  "total_charge": 1,
  "homo_lumo_gap_ev": 10.50,
  "e_homo_ev": -13.6,
  "lumo_ev": -3.11
}

Which structure wins on stability? (ii) wins.

(i)
{
  "formula": "C5H12O4",
  "method": "the ωB97M-V functional and the def2-TZVPD basis",
  "species": ["C", "C", "C", "C", "C", "O", "O", "H", "H", "H", "H", "H", "H", "H", "H", "H", "H", "O", "O", "H", "H"],
  "positions_angstrom": [[0.5327, 0.8182, -0.5240], [1.9549, 0.8542, -0.0762], [0.0771, -0.1074, -1.4679], [-0.3433, 1.9302, -0.0619], [-0.1600, -0.8202, 1.6403], [0.6439, -1.7344, 1.0785], [0.1671, -0.0500, 2.4977], [1.5499, -1.6196, 1.4327], [2.4606, 1.6830, -0.5832], [2.4978, -0.0546, -0.3298], [2.0311, 1.0632, 0.9916], [0.8267, -0.7497, -1.9164], [-1.1001, -0.7844, -0.9832], [-0.5376, 0.3210, -2.2575], [-0.3075, 2.0118, 1.0254], [0.0325, 2.8761, -0.4682], [-1.3763, 1.7640, -0.3568], [-2.2108, -1.1790, -0.3902], [-2.4330, -2.4985, 0.0946], [-3.0984, -2.8814, -0.4887], [-1.2074, -0.8423, 1.1433]],
  "mulliken_charge": [1.11, -1.40, -1.28, -1.15, 0.06, -0.38, -0.55, 0.34, 0.43, 0.36, 0.31, 0.35, 0.38, 0.45, 0.32, 0.40, 0.32, -0.59, -0.33, 0.29, 0.55],
  "homo_lumo_gap_ev": [8.11, 8.12],
  "e_homo_ev": [-8.5, -8.5],
  "lumo_ev": [-0.41, -0.41]
}

(ii)
{
  "formula": "C5H12O4",
  "method": "the ωB97M-V functional and the def2-TZVPD basis",
  "species": ["C", "C", "C", "C", "C", "O", "O", "H", "H", "H", "H", "H", "H", "H", "H", "H", "H", "H", "H", "O", "O"],
  "positions_angstrom": [[-2.7754, -0.3148, 4.8367], [-1.9908, -1.5390, 5.2735], [-0.5529, -1.5084, 4.7412], [0.2668, -2.6575, 5.3021], [-0.4721, -1.4968, 3.2191], [-0.0550, -0.2733, 5.2632], [1.3705, -0.2565, 4.8342], [-3.7640, -0.3025, 5.2994], [-2.2595, 0.6009, 5.1419], [-2.9346, -0.3168, 3.7537], [-1.9547, -1.5866, 6.3700], [-2.4760, -2.4661, 4.9446], [-0.1375, -3.6335, 4.9959], [1.2994, -2.5558, 4.9586], [0.2630, -2.6043, 6.3949], [-0.9512, -2.3810, 2.7744], [-0.9460, -0.5979, 2.8171], [0.5845, -1.4783, 2.9378], [1.6243, 0.6289, 5.1512], [2.5856, 2.4848, 5.6987], [3.6913, 1.9126, 5.7697]],
  "mulliken_charge": [-1.16, -0.68, 1.68, -1.74, -1.70, -0.33, -0.33, 0.40, 0.29, 0.28, 0.35, 0.33, 0.36, 0.43, 0.39, 0.33, 0.41, 0.43, 0.31, -0.07, 0.03],
  "smiles": "CCC(C)(C)OO.O=O",
  "homo_lumo_gap_ev": [7.65, 7.62],
  "e_homo_ev": [-9.6, -9.6],
  "lumo_ev": [-1.96, -1.99]
}

Which structure wins on stability? (i) wins.

(i)
{
  "formula": "C3H3ClO2",
  "method": "the ωB97M-V functional and the def2-TZVPD basis",
  "species": ["C", "C", "C", "O", "O", "Cl", "H", "H", "H"],
  "positions_angstrom": [[0.4247, -1.0230, 0.9144], [-1.2905, 1.2141, -0.8631], [1.6523, -0.8089, 0.5171], [-0.6863, -1.1794, 1.2284], [-1.4076, 1.4682, -1.9917], [-2.5570, 0.3121, 0.0454], [2.5757, -1.4314, 0.5143], [1.6671, 0.0283, -0.0705], [-0.3784, 1.4200, -0.2943]],
  "mulliken_charge": [0.78, 0.15, -0.86, -0.35, -0.32, -0.15, 0.25, 0.22, 0.28],
  "smiles": "C=C=O.O=CCl",
  "homo_lumo_gap_ev": 10.27,
  "e_homo_ev": -9.7,
  "lumo_ev": 0.60
}

(ii)
{
  "formula": "C3H3ClO2",
  "method": "the ωB97M-V functional and the def2-TZVPD basis",
  "species": ["C", "C", "C", "O", "O", "Cl", "H", "H", "H"],
  "positions_angstrom": [[-0.0219, -0.0798, 0.3189], [1.2117, 0.5109, 0.6352], [-1.0679, -0.3992, -0.5962], [0.7979, -0.7449, 1.2253], [0.1583, 1.2377, 1.1072], [2.7933, 0.9714, 0.1722], [-1.3143, 0.2837, -1.4277], [-2.0104, -0.7787, -0.1642], [-0.5467, -1.0011, -1.2706]],
  "mulliken_charge": [0.57, 0.60, -0.94, -0.50, -0.51, -0.13, 0.32, 0.26, 0.31],
  "smiles": "C[C@]12O[C@@]1(Cl)O2",
  "homo_lumo_gap_ev": 9.87,
  "e_homo_ev": -9.2,
  "lumo_ev": 0.63
}

Which structure wins on stability? (i) wins.

(i)
{
  "formula": "C6H15N",
  "method": "the ωB97M-V functional and the def2-TZVPD basis",
  "species": ["C", "N", "C", "C", "C", "C", "C", "H", "H", "H", "H", "H", "H", "H", "H", "H", "H", "H", "H", "H", "H", "H"],
  "positions_angstrom": [[0.9941, -2.1846, -0.6649], [0.0912, -1.2627, -1.2580], [-0.5419, 0.0163, -0.6364], [-0.2973, 0.1431, 0.8654], [-1.1637, 1.3329, 1.3588], [1.2461, 0.3355, 1.1287], [-0.4584, 1.2343, -1.5552], [0.8455, -3.2097, -1.0189], [2.0760, -2.0258, -0.8134], [0.8788, -2.2409, 0.4163], [-0.7580, -1.7759, -1.4999], [-1.5613, -0.3476, -0.6894], [-0.7385, -0.6299, 1.4848], [-1.0729, 2.3819, 1.0314], [-0.9584, 1.3815, 2.4356], [-2.2227, 1.1626, 1.1669], [1.7321, 0.3149, 0.1524], [1.3322, 1.2931, 1.6265], [1.7155, -0.4701, 1.6866], [-0.1696, 0.8833, -2.5435], [0.3961, 1.8506, -1.2299], [-1.3649, 1.8172, -1.4440]],
  "lowdin_spin": [0.10, 0.68, 0.06, 0.02, 0.01, 0.00, 0.03, 0.00, 0.03, 0.04, 0.01, 0.01, 0.00, 0.00, 0.00, 0.00, 0.00, 0.00, 0.00, 0.00, 0.00, 0.00],
  "total_charge": 1,
  "homo_lumo_gap_ev": [12.26, 7.55],
  "e_homo_ev": [-15.5, -15.4],
  "lumo_ev": [-3.21, -7.88],
  "multiplicity": 2
}

(ii)
{
  "formula": "C6H15N",
  "method": "the ωB97M-V functional and the def2-TZVPD basis",
  "species": ["C", "C", "C", "N", "C", "C", "C", "H", "H", "H", "H", "H", "H", "H", "H", "H", "H", "H", "H", "H", "H", "H"],
  "positions_angstrom": [[-1.7067, 0.1926, 1.0142], [-1.0760, 1.0431, 2.1288], [-0.8384, -0.9504, 0.4394], [0.4248, -0.5470, -0.1562], [0.2548, 0.2589, -1.4531], [1.3390, 1.3586, -1.4171], [1.3485, -1.6861, -0.4091], [-1.8323, 0.9016, 0.1948], [-2.6406, -0.2861, 1.3073], [-1.4098, 0.6782, 3.1008], [-1.2440, 2.0919, 1.9910], [0.0063, 0.9035, 1.9937], [-1.4670, -1.4887, -0.2941], [-0.6629, -1.7285, 1.1933], [0.4750, -0.4966, -2.2022], [-0.7073, 0.7334, -1.4390], [1.6130, 1.6343, -0.4029], [1.0931, 2.1930, -2.0809], [2.2413, 1.0786, -1.9571], [2.0814, -1.7762, 0.3978], [0.8835, -2.6611, -0.5903], [1.8243, -1.4471, -1.3592]],
  "lowdin_spin": [0.01, 0.01, 0.07, 0.67, 0.05, 0.02, 0.05, 0.00, 0.00, 0.00, 0.00, 0.00, 0.04, 0.00, 0.02, 0.00, 0.00, 0.00, 0.00, 0.02, 0.02, 0.00],
  "total_charge": 1,
  "homo_lumo_gap_ev": [13.04, 8.08],
  "e_homo_ev": [-15.6, -15.7],
  "lumo_ev": [-2.60, -7.58],
  "multiplicity": 2
}

Which structure wins on stability? (ii) wins.